CH8O5 | ωB97M-V/def2-TZVPD

Geometry as XYZ:
```
14
Properties=species:S:1:pos:R:3:forces:R:3:nbo_charge:R:1
O -0.40272 0.62544 -0.59007 0.524 0.642 -0.102 -0.70
C 0.01448 1.11300 0.45915 -1.318 -0.706 0.620 0.66
O 0.90436 0.57039 1.22744 0.745 -0.607 -0.166 -0.71
H -0.49296 1.94407 0.96786 0.174 0.332 -0.503 0.13
H 1.27933 -0.34886 0.69253 -0.310 1.351 0.671 0.49
O 1.45028 -1.18949 -0.29959 0.974 -0.603 0.180 -0.91
H 0.79401 -0.69174 -0.83321 -0.503 -0.519 -0.292 0.53
H 1.14045 -2.05788 -0.01632 -0.286 0.076 -0.504 0.50
O -2.07914 0.22331 2.56525 0.216 -0.029 0.011 -0.94
H -1.12410 0.11733 2.64435 0.033 0.091 0.039 0.47
H -2.41836 -0.66069 2.72282 -0.177 -0.069 0.005 0.47
O 0.27003 -0.28441 -3.31300 -0.251 0.525 0.676 -0.95
H 0.80861 0.43176 -3.64386 0.551 0.032 -0.664 0.46
H -0.14428 0.20777 -2.58335 -0.371 -0.514 0.030 0.48
```
Forces are in eV/Å.

Calculated values
LUMO level	0.014	hartree
largest force on an atom	0.031	hartree/bohr
energy	-419.0995	hartree
E_HOMO	-0.405	Eh
SMILES	O=CO.O.O.O
HOMO-LUMO gap	11.4	eV